This record from the OMol25 dataset describes a 2-piece molecular cluster, C2H3BrClNO overall. The level of theory is ωB97M-V with the def2-TZVPD basis set.

Computed properties:
HOMO level: -7.82 eV
strongest force on any atom: 4.77 eV Å⁻¹
HOMO-LUMO gap: 7.38 eV
ΔE to the lowest compared entry with this formula, charge and spin: 113.5 kcal/mol

The geometry in XYZ format:
```
9
Properties=species:S:1:pos:R:3:nbo_charge:R:1
C -0.3421 -0.7458 0.3110 0.8651
C -1.2934 0.3319 0.0987 -0.8207
N 1.7597 -0.0071 -0.8302 -0.7358
O -0.0492 -1.7498 0.7768 -0.3638
Cl 2.7649 -1.1979 -0.1269 0.0852
Br 1.8805 1.6859 0.0366 0.0678
H -1.7567 0.4507 -0.9829 0.3105
H -0.6824 1.1591 0.1560 0.3053
H -2.2814 0.0730 0.5609 0.2864
```